[1]
61
Properties=species:S:1:pos:R:3 method="wB97M-V/def2-TZVPD" energy_ha=-6489.119180 total_charge=0 fmax_ev_per_a=0.85 gap_ha=0.323 e_homo_ev=-9.0937 smiles="N#C[C@@H](Br)[C@H](C#N)CC(=O)Br.COCCOCCOC.COCCOCCOC" e_lumo_ev=-0.32
N 2.005 3.111 3.327
C 2.504 2.079 3.385
C 3.304 0.841 3.384
Br 5.198 1.301 3.198
C 3.000 -0.044 4.631
C 1.533 -0.042 4.855
N 0.435 -0.116 5.180
C 3.729 0.357 5.931
C 4.799 -0.633 6.395
O 5.042 -0.777 7.538
Br 5.790 -1.741 5.113
H 3.075 0.252 2.502
H 3.265 -1.063 4.353
H 4.135 1.365 5.857
H 3.026 0.385 6.761
C -4.690 0.235 3.448
O -3.814 1.101 2.762
C -2.474 1.000 3.221
C -1.489 1.343 2.123
O -1.312 0.318 1.151
C -2.350 0.115 0.201
C -2.456 1.204 -0.846
O -3.103 2.354 -0.325
C -2.686 3.544 -0.956
H -4.788 0.526 4.500
H -5.664 0.302 2.966
H -4.343 -0.803 3.388
H -2.264 -0.010 3.588
H -2.344 1.710 4.048
H -0.509 1.453 2.594
H -1.731 2.297 1.654
H -3.307 -0.066 0.691
H -2.075 -0.807 -0.316
H -3.051 0.831 -1.691
H -1.451 1.457 -1.204
H -1.600 3.672 -0.875
H -3.169 4.375 -0.445
H -2.979 3.554 -2.012
C 1.464 -2.943 -7.000
O 1.339 -1.940 -6.016
C 0.339 -0.985 -6.329
C -0.255 -0.382 -5.073
O -1.164 -1.234 -4.389
C -0.628 -2.326 -3.653
C 0.081 -1.926 -2.376
O 1.376 -1.415 -2.647
C 1.797 -0.476 -1.681
H 1.838 -2.526 -7.942
H 2.174 -3.681 -6.631
H 0.505 -3.442 -7.177
H -0.463 -1.446 -6.917
H 0.800 -0.186 -6.925
H -0.856 0.477 -5.381
H 0.523 -0.011 -4.405
H 0.006 -2.955 -4.279
H -1.498 -2.923 -3.369
H 0.193 -2.808 -1.732
H -0.523 -1.179 -1.851
H 1.085 0.354 -1.603
H 2.758 -0.079 -2.003
H 1.914 -0.947 -0.699

[2]
10
Properties=species:S:1:pos:R:3 method="wB97M-V/def2-TZVPD" energy_ha=-828.485923 e_above_lowest_kcal_mol=3.40 total_charge=+2 s2=0.76 fmax_ev_per_a=1.15 gap_ha="0.532 / 0.102" e_homo_ev="-22.2714 / -19.4373" multiplicity=2 e_lumo_ev="-7.80 / -16.67"
K 0.115 0.581 -0.255
O 2.759 1.577 -0.460
H 2.754 2.531 -0.527
H 3.391 1.293 -1.121
O -2.784 0.686 0.185
H -3.194 0.991 0.995
H -3.108 -0.208 0.074
O 0.148 -2.216 0.625
H -0.724 -2.608 0.568
H 0.642 -2.626 -0.084

[3]
21
Properties=species:S:1:pos:R:3 method="wB97M-V/def2-TZVPD" energy_ha=-503.401255 e_above_lowest_kcal_mol=91.39 total_charge=0 fmax_ev_per_a=5.68 gap_ha=0.282 e_homo_ev=-7.0584 e_lumo_ev=0.62
C 0.539 0.210 3.083
C 0.791 -0.960 2.523
C 0.141 1.261 2.077
C -0.095 0.336 0.934
C -0.059 2.594 2.381
C -1.190 -1.502 -1.715
C -0.563 0.763 -0.236
C -0.727 -0.259 -1.840
C -0.151 0.530 -3.028
N 0.324 -0.923 1.229
F -1.073 1.961 -0.442
H 0.866 0.533 4.063
H 1.006 -1.940 3.009
H -0.539 3.368 1.792
H 0.252 3.015 3.312
H -1.215 -2.199 -2.527
H -1.763 -1.838 -0.895
H 0.042 1.615 -2.748
H -0.942 0.616 -3.838
H 0.649 0.061 -3.470
H 0.335 -1.686 0.547

[4]
89
Properties=species:S:1:pos:R:3 method="wB97M-V/def2-TZVPD" energy_ha=-2586.164565 total_charge=-1 fmax_ev_per_a=2.03 gap_ha=0.261 e_homo_ev=-5.5282 e_lumo_ev=1.56
C -2.618 -2.480 3.551
C -1.448 -2.751 2.625
O -0.435 -3.227 3.067
N -1.657 -2.361 1.268
C -1.281 -3.383 0.300
C 0.031 -4.104 0.319
O -2.090 -3.649 -0.558
C -1.086 -1.032 0.991
C -2.021 0.110 0.529
O -3.215 0.159 0.460
O -1.172 1.118 0.257
C 0.192 0.677 0.297
C 1.193 1.481 -0.493
C 1.705 2.604 0.398
O 2.673 3.434 -0.264
C 0.082 -0.832 0.031
C -0.144 -1.027 -1.497
O 0.142 -2.165 -1.954
O -0.582 -0.092 -2.173
H -3.569 -2.631 3.059
H -2.480 -3.112 4.419
H -2.524 -1.455 3.903
H 0.894 -3.457 0.397
H 0.111 -4.675 -0.592
H 0.100 -4.822 1.124
H -0.704 -0.666 1.949
H 0.473 0.840 1.347
H 0.801 1.895 -1.415
H 2.054 0.854 -0.733
H 0.858 3.234 0.663
H 2.147 2.226 1.318
H 2.874 3.018 -1.103
H 1.020 -1.281 0.338
C 2.217 -7.224 0.264
O 1.469 -6.583 0.979
N 2.058 -8.568 0.050
N 3.273 -6.652 -0.389
H 2.659 -9.113 -0.537
H 1.290 -9.016 0.511
H 3.411 -5.667 -0.259
H 3.898 -7.157 -0.986
C -2.111 3.465 2.944
O -0.977 3.311 2.517
N -2.382 4.226 4.059
N -3.192 2.902 2.358
H -3.307 4.365 4.419
H -1.606 4.659 4.519
H -3.026 2.344 1.536
H -4.136 3.015 2.699
C -6.444 3.110 4.398
O -5.988 3.336 3.288
N -7.527 3.781 4.891
N -5.906 2.169 5.229
H -7.920 3.612 5.796
H -7.942 4.476 4.300
H -5.111 1.657 4.890
H -6.263 1.965 6.142
C -0.558 -1.301 -5.092
O -0.696 -1.450 -6.304
N 0.446 -0.557 -4.544
N -1.384 -1.853 -4.169
H 0.552 -0.433 -3.548
H 1.090 -0.120 -5.172
H -2.153 -2.399 -4.502
H -1.258 -1.721 -3.172
C -4.495 -5.421 -3.466
O -4.707 -5.692 -4.638
N -3.469 -4.634 -3.052
N -5.293 -5.897 -2.453
H -3.262 -4.383 -2.106
H -2.849 -4.274 -3.752
H -6.063 -6.481 -2.713
H -5.140 -5.687 -1.486
C 6.017 5.733 0.579
O 6.731 5.097 -0.187
N 6.504 6.798 1.292
N 4.708 5.445 0.789
H 5.949 7.339 1.927
H 7.468 7.037 1.162
H 4.306 4.666 0.287
H 4.125 5.965 1.415
C 6.877 4.711 -4.504
O 6.414 4.238 -5.528
N 7.967 5.547 -4.515
N 6.366 4.461 -3.268
H 8.365 5.948 -3.688
H 8.373 5.757 -5.406
H 5.570 3.855 -3.215
H 6.741 4.847 -2.417

Repeat the fourth record exactly.
89
Properties=species:S:1:pos:R:3 method="wB97M-V/def2-TZVPD" energy_ha=-2586.164565 total_charge=-1 fmax_ev_per_a=2.03 gap_ha=0.261 e_homo_ev=-5.5282 e_lumo_ev=1.56
C -2.618 -2.480 3.551
C -1.448 -2.751 2.625
O -0.435 -3.227 3.067
N -1.657 -2.361 1.268
C -1.281 -3.383 0.300
C 0.031 -4.104 0.319
O -2.090 -3.649 -0.558
C -1.086 -1.032 0.991
C -2.021 0.110 0.529
O -3.215 0.159 0.460
O -1.172 1.118 0.257
C 0.192 0.677 0.297
C 1.193 1.481 -0.493
C 1.705 2.604 0.398
O 2.673 3.434 -0.264
C 0.082 -0.832 0.031
C -0.144 -1.027 -1.497
O 0.142 -2.165 -1.954
O -0.582 -0.092 -2.173
H -3.569 -2.631 3.059
H -2.480 -3.112 4.419
H -2.524 -1.455 3.903
H 0.894 -3.457 0.397
H 0.111 -4.675 -0.592
H 0.100 -4.822 1.124
H -0.704 -0.666 1.949
H 0.473 0.840 1.347
H 0.801 1.895 -1.415
H 2.054 0.854 -0.733
H 0.858 3.234 0.663
H 2.147 2.226 1.318
H 2.874 3.018 -1.103
H 1.020 -1.281 0.338
C 2.217 -7.224 0.264
O 1.469 -6.583 0.979
N 2.058 -8.568 0.050
N 3.273 -6.652 -0.389
H 2.659 -9.113 -0.537
H 1.290 -9.016 0.511
H 3.411 -5.667 -0.259
H 3.898 -7.157 -0.986
C -2.111 3.465 2.944
O -0.977 3.311 2.517
N -2.382 4.226 4.059
N -3.192 2.902 2.358
H -3.307 4.365 4.419
H -1.606 4.659 4.519
H -3.026 2.344 1.536
H -4.136 3.015 2.699
C -6.444 3.110 4.398
O -5.988 3.336 3.288
N -7.527 3.781 4.891
N -5.906 2.169 5.229
H -7.920 3.612 5.796
H -7.942 4.476 4.300
H -5.111 1.657 4.890
H -6.263 1.965 6.142
C -0.558 -1.301 -5.092
O -0.696 -1.450 -6.304
N 0.446 -0.557 -4.544
N -1.384 -1.853 -4.169
H 0.552 -0.433 -3.548
H 1.090 -0.120 -5.172
H -2.153 -2.399 -4.502
H -1.258 -1.721 -3.172
C -4.495 -5.421 -3.466
O -4.707 -5.692 -4.638
N -3.469 -4.634 -3.052
N -5.293 -5.897 -2.453
H -3.262 -4.383 -2.106
H -2.849 -4.274 -3.752
H -6.063 -6.481 -2.713
H -5.140 -5.687 -1.486
C 6.017 5.733 0.579
O 6.731 5.097 -0.187
N 6.504 6.798 1.292
N 4.708 5.445 0.789
H 5.949 7.339 1.927
H 7.468 7.037 1.162
H 4.306 4.666 0.287
H 4.125 5.965 1.415
C 6.877 4.711 -4.504
O 6.414 4.238 -5.528
N 7.967 5.547 -4.515
N 6.366 4.461 -3.268
H 8.365 5.948 -3.688
H 8.373 5.757 -5.406
H 5.570 3.855 -3.215
H 6.741 4.847 -2.417